Entry from the Open Molecules 2025 dataset: 2 unconnected molecules or ions with the total composition C2H8Si (the ωB97M-V functional and the def2-TZVPD basis).

Geometry as ORCA input:
```
! wB97M-V def2-TZVPD RIJCOSX def2/J DEFGRID3
* xyz 0 1
C 1.23 -0.55 0.03
C 0.80 0.90 0.01
Si -1.89 0.00 -0.02
H 0.49 -1.20 0.50
H 1.24 -0.91 -0.91
H 2.22 -0.66 0.58
H 1.09 1.45 -0.93
H 1.04 1.36 0.99
H -3.07 0.89 -0.14
H -1.47 -0.47 1.32
H -1.54 -1.14 -0.98
*
```

Calculated values
LUMO level (spin up / spin down): 0.0 / 0.0 eV
energy above the lowest of the compared OMol25 structures with the same formula, charge and spin: 3.342 eV
total energy: -370.33845 hartree
HOMO-LUMO gap (spin up / spin down): 7.81 / 7.81 eV

Results of the natural (NBO) charge analysis, in e, for atoms 1 through 5: -0.66 -0.49 0.60 0.20 0.20